{"formula": "C29H30F6IN6O4PbS2", "method": "wB97M-V/def2-TZVPD", "symbols": ["Pb", "C", "C", "C", "N", "C", "C", "C", "C", "C", "C", "C", "N", "C", "C", "C", "N", "C", "C", "C", "C", "C", "C", "C", "N", "C", "C", "H", "H", "H", "H", "H", "H", "H", "H", "H", "H", "H", "H", "H", "H", "H", "H", "H", "H", "H", "H", "H", "H", "H", "H", "H", "H", "F", "C", "F", "F", "S", "O", "O", "N", "S", "O", "O", "C", "F", "F", "F", "I", "C", "C", "C", "C", "N", "C", "H", "H", "H", "H"], "positions_angstrom": [[-0.169092, -2.040571, -0.149408], [1.353524, 1.805551, -2.439733], [1.190478, 0.716893, -3.507399], [0.804474, -0.678808, -3.000185], [-0.345480, -0.758415, -2.093836], [-1.561824, -0.405858, -2.492701], [-1.836894, -0.055428, -3.831954], [-2.916562, 0.580617, -4.420808], [-4.050172, 1.125643, -3.839838], [-4.406814, 0.997236, -2.509771], [-3.810246, 0.257103, -1.499750], [-2.636963, -0.532098, -1.472075], [-2.365624, -1.372209, -0.487716], [-3.326249, -1.645100, 0.566785], [-3.156191, -0.735617, 1.791276], [-1.883608, -1.015426, 2.613209], [-0.667870, -0.372736, 2.081913], [-0.260371, 0.688594, 2.646151], [-0.962925, 1.404078, 3.739631], [-0.451465, 1.611578, 4.960021], [0.884092, 1.252653, 5.391320], [1.975088, 1.190961, 4.603725], [2.011746, 1.514481, 3.198381], [1.027982, 1.361836, 2.306023], [1.297469, 1.906675, 0.944241], [1.670078, 0.844472, -0.069156], [2.334842, 1.432666, -1.310152], [0.369005, 2.033178, -2.025068], [1.695847, 2.712729, -2.939822], [2.138911, 0.589783, -4.040088], [0.465284, 1.077462, -4.236215], [1.653069, -1.099119, -2.457777], [0.663453, -1.331001, -3.869100], [-1.045360, -0.315999, -4.522339], [-2.831186, 0.713007, -5.494221], [-4.721922, 1.680403, -4.483738], [-5.320896, 1.505253, -2.218495], [-4.358608, 0.268635, -0.566112], [-3.173294, -2.680023, 0.892517], [-4.351836, -1.592680, 0.199997], [-4.014315, -0.883526, 2.450679], [-3.160063, 0.314504, 1.476907], [-1.690794, -2.093833, 2.609911], [-2.041431, -0.726675, 3.649775], [-1.978923, 1.724039, 3.518473], [-1.094418, 2.063271, 5.707092], [1.026606, 1.115923, 6.456571], [2.936275, 1.005698, 5.068530], [2.958424, 1.914921, 2.838823], [0.740170, 0.358361, -0.343273], [2.313589, 0.150358, 0.466134], [3.034729, 0.677892, -1.675188], [2.950619, 2.291087, -1.020487], [5.420628, -1.754313, -0.775437], [4.923955, -2.970620, -1.024623], [5.814908, -3.886361, -0.701397], [4.623492, -3.064760, -2.318061], [3.399684, -3.128015, -0.017509], [2.529319, -2.102592, -0.596330], [3.773954, -2.910364, 1.348576], [3.026445, -4.595562, -0.395803], [1.663955, -5.355410, -0.200784], [0.489945, -4.562215, -0.542443], [1.762885, -6.669485, -0.732527], [1.475363, -5.541948, 1.618665], [0.464434, -6.364106, 1.860373], [2.580446, -6.012487, 2.163710], [1.193977, -4.338216, 2.152097], [2.249616, 5.081890, 1.000420], [0.440180, 4.197326, 0.440397], [-0.605392, 4.985769, -0.018925], [-1.790010, 4.377756, -0.392405], [-1.894859, 2.997504, -0.292002], [-0.892166, 2.237828, 0.146361], [0.225101, 2.829103, 0.488531], [-0.487324, 6.059868, -0.085338], [-2.620095, 4.968183, -0.759880], [-2.797993, 2.471524, -0.579491], [2.125160, 2.497247, 1.052109]], "forces_ev_per_a": [[-0.078, -0.237, 0.050], [0.006, -0.146, 0.013], [0.064, 0.046, 0.099], [0.018, 0.037, 0.044], [0.024, -0.177, 0.085], [-0.051, 0.068, -0.044], [-0.026, 0.005, 0.006], [0.038, -0.002, 0.055], [-0.036, 0.037, -0.051], [0.046, -0.081, 0.041], [-0.034, 0.018, -0.043], [0.053, 0.008, 0.029], [0.017, 0.057, 0.012], [0.134, 0.043, 0.095], [0.154, 0.052, -0.081], [0.059, 0.037, -0.257], [-0.034, 0.228, -0.035], [-0.074, 0.043, 0.075], [-0.104, -0.030, -0.119], [0.135, -0.040, 0.030], [-0.096, 0.027, -0.060], [0.000, 0.000, 0.025], [0.168, 0.014, 0.007], [-0.112, 0.023, -0.103], [-0.321, -0.052, 0.127], [0.040, -0.096, -0.167], [-0.133, 0.019, -0.021], [0.010, 0.030, -0.008], [0.017, 0.010, 0.019], [-0.041, 0.045, 0.008], [0.061, 0.024, -0.031], [-0.022, -0.007, -0.037], [-0.044, -0.026, 0.015], [-0.047, -0.018, 0.008], [0.020, -0.008, 0.011], [0.030, -0.034, 0.026], [0.005, -0.020, 0.017], [-0.006, -0.011, -0.012], [-0.035, 0.021, -0.016], [-0.062, 0.006, -0.043], [0.017, -0.002, 0.006], [-0.031, -0.039, 0.041], [0.018, 0.031, 0.014], [-0.010, 0.026, 0.113], [0.068, -0.018, 0.046], [0.017, -0.006, 0.002], [-0.002, -0.005, -0.015], [-0.043, 0.010, -0.012], [-0.024, 0.002, 0.041], [-0.085, 0.078, 0.045], [0.050, -0.016, -0.001], [0.039, 0.008, 0.044], [-0.002, 0.010, -0.016], [0.120, 0.031, -0.135], [-0.189, -0.012, 0.026], [0.093, 0.003, -0.026], [0.144, 0.053, 0.070], [-0.122, -0.101, 0.011], [-0.071, 0.028, 0.011], [-0.030, -0.014, -0.079], [-0.188, 0.049, 0.162], [0.104, 0.123, -0.291], [0.122, -0.044, -0.147], [-0.018, 0.065, 0.038], [0.076, 0.069, -0.198], [-0.082, -0.004, 0.152], [0.016, -0.016, 0.144], [0.009, -0.089, 0.101], [-0.087, -0.062, -0.014], [0.291, -0.006, 0.075], [-0.035, 0.055, -0.023], [-0.065, 0.012, -0.032], [0.010, -0.040, 0.048], [-0.122, -0.028, -0.045], [0.036, -0.054, 0.011], [-0.010, -0.043, 0.003], [0.046, -0.058, 0.021], [0.038, 0.038, -0.004], [0.158, 0.055, 0.045]], "mulliken_charge": [1.68, -0.37, -1.02, -0.71, -0.24, 0.46, -0.95, -0.40, -0.65, -0.33, -0.80, 1.35, -0.46, -1.54, 0.21, -1.58, 0.46, 0.14, -1.13, -0.36, -0.46, -1.12, -0.17, -0.10, 1.56, 0.19, -1.02, 0.02, 0.48, 0.49, 0.51, -0.18, 0.55, 0.46, 0.39, 0.37, 0.41, 0.24, 0.37, 0.53, 0.48, 0.13, 0.54, 0.53, 0.55, 0.48, 0.43, 0.42, 0.44, -0.60, 0.90, 0.46, 0.39, -0.21, 0.49, -0.19, -0.21, 1.05, -0.25, -0.69, -0.50, 0.80, -0.74, -0.62, 0.68, -0.22, -0.22, -0.19, 0.12, -1.43, -0.27, -1.10, -0.11, 0.78, -0.06, 0.44, 0.50, 0.13, 0.57], "e_tot_ev": -99005.4913, "de_lowest_kcal_mol": 0.0, "charge": 1, "largest_force_ev_per_a": 0.35}